[1]
DFT (ωB97M-V with the def2-TZVPD basis set) results for 5 unconnected molecules or ions with the total composition H10O5.

Structure (XYZ):
```
15
Properties=species:S:1:pos:R:3:nbo_charge:R:1
O 2.140 2.851 -0.491 -0.94
H 2.933 3.287 -0.166 0.47
H 1.513 2.911 0.237 0.47
O 0.391 -0.081 0.717 -0.98
H -0.321 -0.414 0.150 0.50
H 1.057 0.268 0.115 0.49
O -0.438 -1.684 -3.161 -0.95
H -0.598 -2.627 -3.245 0.46
H -1.002 -1.389 -2.431 0.48
O 0.022 0.642 3.423 -0.97
H 0.702 0.123 3.859 0.46
H 0.103 0.413 2.481 0.50
O -1.858 -1.263 -0.662 -0.96
H -1.997 -2.204 -0.512 0.49
H -2.647 -0.833 -0.314 0.49
```

Results
- Structure (SMILES): O.O.O.O.O
- Spin multiplicity: 1
- Total charge: 0
- Total energy: -10400.019 eV
- Energy above the lowest of the compared OMol25 structures with the same formula, charge and spin: 19.2 kcal per mole
- Kohn-Sham gap: 0.400 hartree


[2]
DFT (ωB97M-V with the def2-TZVPD basis set) results for 2 unconnected molecules or ions with the total composition C8H14NO in a non-equilibrium geometry.

Structure (XYZ):
```
24
Properties=species:S:1:pos:R:3:mulliken_spin:R:1
C 0.724 1.359 3.448 0.02
C -0.845 0.791 -0.378 0.29
C -1.633 0.270 0.709 0.05
C 0.363 1.541 -0.257 0.05
C -1.160 0.581 1.972 0.08
C 0.802 1.690 1.043 0.11
C 0.038 1.288 2.093 0.25
O -1.215 0.367 -1.621 0.08
H -2.092 0.438 -2.061 0.00
H -2.624 -0.090 0.416 0.00
H 0.791 1.889 -1.192 0.00
H -1.788 0.218 2.771 0.00
H 1.794 2.187 1.170 0.00
H 1.066 2.415 3.770 0.04
H 1.678 0.805 3.396 0.04
H 0.227 1.173 4.347 0.00
C 0.579 -2.810 -2.275 0.00
N 0.455 -1.390 -2.675 0.00
H 1.308 -1.123 -3.113 0.00
H -0.326 -1.236 -3.356 0.00
H 0.213 -0.809 -1.840 0.01
H 0.665 -3.427 -3.079 0.00
H -0.326 -3.141 -1.749 0.00
H 1.306 -2.986 -1.538 0.00
```

Results
- Spin multiplicity: 2
- Total charge: +2
- Total energy: -12041.467 eV
- Energy above the lowest of the compared OMol25 structures with the same formula, charge and spin: 39.6 kcal per mole
- Kohn-Sham gap (alpha / beta): 0.385 / 0.256 hartree


[3]
DFT (ωB97M-V with the def2-TZVPD basis set) results for a molecular structure, C32H22AuCl4F4N5O9PSTe.

Structure (XYZ):
```
80
Properties=species:S:1:pos:R:3:mulliken_spin:R:1
Au -0.164 -0.033 -1.343 0.01
Cl 2.424 6.534 -1.993 0.02
C 2.303 4.888 -1.497 0.10
C 3.420 4.271 -0.855 0.06
Cl 4.870 5.180 -0.632 0.01
C 3.339 2.979 -0.422 0.04
Cl 4.665 2.211 0.378 0.01
C 2.139 2.193 -0.574 0.13
O 2.010 1.052 -0.119 0.25
C 1.018 2.811 -1.323 0.17
O -0.028 2.165 -1.567 0.21
C 1.148 4.183 -1.715 0.01
Cl -0.213 4.895 -2.491 0.00
C 9.335 -2.217 -4.028 0.00
C 8.031 -2.220 -3.278 0.00
C 7.127 -1.172 -3.413 0.00
C 5.910 -1.189 -2.747 0.00
C 5.605 -2.263 -1.927 0.00
C 6.491 -3.320 -1.774 0.00
C 7.697 -3.292 -2.451 0.00
S 4.063 -2.288 -1.064 0.00
O 3.724 -3.646 -0.742 0.00
O 3.126 -1.494 -1.806 0.00
N 4.550 -1.560 0.334 0.00
C 3.575 -1.192 1.383 0.00
C 2.332 -2.079 1.443 0.00
C 1.387 -1.397 2.396 0.00
O 1.646 -1.192 3.571 0.00
O 0.255 -0.975 1.870 0.00
H 9.581 -1.220 -4.393 0.00
H 9.284 -2.884 -4.892 0.00
H 10.154 -2.562 -3.396 0.00
H 7.373 -0.333 -4.054 0.00
H 5.195 -0.385 -2.866 0.00
H 6.221 -4.150 -1.134 0.00
H 8.393 -4.116 -2.340 0.00
H 5.122 -0.757 0.094 0.00
H 3.260 -0.159 1.236 0.00
H 4.101 -1.268 2.333 0.00
H 2.561 -3.058 1.866 0.00
H 1.869 -2.214 0.469 0.00
C -0.363 3.556 1.349 0.02
C -1.694 3.149 1.936 0.00
O -2.236 2.073 1.151 0.00
P -2.433 0.567 1.608 0.01
O -2.402 -0.331 0.453 0.01
Te -0.754 -0.002 3.326 0.00
O -3.808 0.516 2.399 0.00
C -4.481 1.632 3.010 0.00
C -5.906 1.217 3.282 0.00
H 0.068 4.378 1.925 0.00
H -0.493 3.879 0.314 -0.01
H 0.332 2.715 1.368 0.00
H -2.425 3.956 1.891 0.00
H -1.593 2.849 2.983 0.00
H -4.449 2.483 2.329 0.00
H -3.963 1.898 3.936 0.00
H -6.412 0.987 2.345 0.00
H -6.439 2.029 3.780 0.00
H -5.931 0.334 3.921 0.00
F -4.096 -3.089 1.763 0.00
C -4.063 -2.830 0.452 -0.03
C -4.879 -1.842 -0.034 0.05
F -5.683 -1.212 0.824 0.00
C -4.656 -1.275 -1.313 0.04
C -3.908 -2.101 -2.196 0.06
C -3.118 -3.086 -1.717 0.02
F -2.341 -3.765 -2.565 0.00
C -2.983 -3.306 -0.316 0.09
C -1.680 -3.611 0.178 0.17
C -0.716 -2.898 -0.549 -0.01
N -0.087 -2.169 -1.192 0.06
C -1.368 -4.050 1.486 -0.03
N -1.115 -4.411 2.553 0.07
F -3.900 -1.828 -3.500 0.00
C -4.694 0.119 -1.576 0.32
C -5.485 1.041 -0.848 -0.04
N -6.127 1.793 -0.253 0.14
C -3.533 0.592 -2.261 -0.04
N -2.501 0.725 -2.765 0.13
```

Results
- Spin multiplicity: 3
- Total charge: -1
- Total energy: -151488.134 eV
- Kohn-Sham gap (alpha / beta): 0.238 / 0.212 hartree


[4]
DFT (ωB97M-V with the def2-TZVPD basis set) results for a molecular structure, C32H40AsBiN5O3STe in a non-equilibrium geometry.

Structure (XYZ):
```
84
Properties=species:S:1:pos:R:3:nbo_charge:R:1
Bi -0.353 -1.000 1.133 1.59
C -2.073 1.706 4.714 -0.69
C -1.235 1.097 3.634 0.28
N -1.726 0.291 2.756 -0.32
N -3.032 -0.035 2.810 -0.44
C -3.370 -1.243 2.508 0.30
N -4.681 -1.564 2.479 -0.79
S -2.234 -2.538 2.201 -0.38
C 0.203 1.356 3.624 0.14
C 0.764 2.368 4.408 -0.21
C 2.134 2.560 4.380 -0.14
C 2.912 1.753 3.565 -0.22
C 2.278 0.763 2.827 0.05
N 0.973 0.565 2.869 -0.50
H -3.085 1.319 4.634 0.26
H -2.111 2.788 4.617 0.24
H -1.672 1.463 5.696 0.24
H -5.319 -0.920 2.923 0.41
H -4.927 -2.539 2.497 0.41
H 0.138 2.999 5.013 0.23
H 2.586 3.331 4.982 0.24
H 3.980 1.879 3.499 0.24
H 2.823 0.129 2.141 0.25
N 1.018 -2.874 2.314 -0.86
C 2.460 -2.999 2.072 -0.21
C 2.734 -3.072 0.569 -0.52
C 2.245 -1.744 -0.018 0.80
O 2.860 -0.709 0.183 -0.69
O 1.094 -1.788 -0.588 -0.88
H 0.824 -2.766 3.306 0.40
H 0.537 -3.707 1.987 0.39
H 2.872 -3.880 2.582 0.20
H 2.957 -2.115 2.482 0.21
H 2.178 -3.896 0.123 0.22
H 3.801 -3.198 0.394 0.25
O -3.188 0.265 -0.496 -0.96
H -3.449 0.626 -1.351 0.50
H -3.918 0.414 0.113 0.50
C -1.540 2.815 -1.582 -0.92
As -0.358 1.588 -0.532 0.90
C 1.080 1.580 -1.867 -0.95
C 0.343 2.996 0.707 -0.72
C 1.245 4.012 0.100 -0.06
C 2.604 3.738 -0.030 -0.22
C 3.465 4.678 -0.563 -0.20
C 2.980 5.907 -0.980 -0.21
C 1.632 6.192 -0.851 -0.22
C 0.771 5.250 -0.317 -0.17
H -0.977 3.717 -1.825 0.24
H -2.425 3.094 -1.012 0.22
H -1.852 2.340 -2.512 0.23
H 1.433 2.594 -2.055 0.24
H 0.700 1.160 -2.797 0.24
H 1.906 0.970 -1.510 0.26
H 0.886 2.480 1.492 0.23
H -0.535 3.475 1.147 0.23
H 2.981 2.777 0.295 0.21
H 4.517 4.450 -0.648 0.22
H 3.653 6.641 -1.393 0.22
H 1.249 7.152 -1.159 0.22
H -0.278 5.487 -0.201 0.20
Te -1.893 -2.158 -1.024 0.70
C -1.068 -4.047 -1.679 -0.28
C -1.973 -5.096 -1.800 -0.17
C -1.578 -6.289 -2.379 -0.23
C -0.280 -6.444 -2.838 -0.19
C 0.629 -5.412 -2.689 -0.20
C 0.238 -4.214 -2.114 -0.25
C -1.453 -1.280 -2.937 -0.29
C -0.151 -1.081 -3.362 -0.26
C 0.087 -0.612 -4.644 -0.20
C -0.967 -0.347 -5.501 -0.19
C -2.269 -0.545 -5.072 -0.22
C -2.514 -1.013 -3.793 -0.19
H -2.990 -4.965 -1.456 0.21
H -2.287 -7.096 -2.490 0.22
H 0.019 -7.365 -3.314 0.22
H 1.647 -5.528 -3.033 0.22
H 0.951 -3.414 -2.008 0.24
H 0.669 -1.275 -2.686 0.25
H 1.104 -0.454 -4.969 0.22
H -0.774 0.001 -6.503 0.22
H -3.095 -0.350 -5.737 0.22
H -3.530 -1.194 -3.462 0.21
```

Results
- Spin multiplicity: 1
- Total charge: +1
- Total energy: -132227.849 eV
- Energy above the lowest of the compared OMol25 structures with the same formula, charge and spin: 19.8 kcal per mole
- Kohn-Sham gap: 0.273 hartree